[1]
{"formula": "C4H8O2", "method": "ωB97M-V/def2-TZVPD", "molar_mass_g_mol": 88.11, "homo_lumo_gap_ha": 0.3830, "e_above_lowest_kcal_mol": 49.5, "elements": ["O", "O", "C", "C", "C", "C", "H", "H", "H", "H", "H", "H", "H", "H"], "xyz": [[-1.627, -0.464, -0.950], [1.875, 1.012, -0.318], [-0.181, 0.139, 0.490], [1.251, -0.188, 0.104], [-1.169, -1.019, 0.290], [-0.968, 0.781, -0.658], [-1.685, 1.547, -0.335], [1.250, -0.927, -0.713], [-1.973, -1.058, 1.037], [-0.217, 0.661, 1.451], [2.793, 1.018, -0.025], [-0.380, 1.159, -1.499], [1.775, -0.638, 0.960], [-0.745, -2.023, 0.165]], "forces_ev_per_angstrom": [[-0.1, -0.1, -0.1], [0.4, 0.2, 0.1], [0.1, 0.0, 0.1], [-0.2, -0.3, 0.1], [0.0, -0.3, 0.3], [0.1, 0.4, -0.1], [0.1, -0.1, -0.1], [0.0, 0.2, 0.1], [0.1, 0.0, -0.1], [0.0, -0.1, -0.2], [-0.1, 0.0, -0.1], [-0.1, -0.1, 0.1], [-0.1, 0.1, -0.1], [-0.1, 0.1, 0.0]]}


[2]
{"formula": "C59H132N7O16P", "method": "ωB97M-V/def2-TZVPD", "molar_mass_g_mol": 1226.71, "homo_lumo_gap_ha": [0.1134, 0.2558], "multiplicity": 2, "charge": 3, "elements": ["P", "O", "O", "O", "O", "O", "O", "O", "O", "O", "O", "O", "O", "O", "O", "O", "O", "N", "N", "N", "N", "N", "N", "N", "C", "C", "C", "C", "C", "C", "C", "C", "C", "C", "C", "C", "C", "C", "C", "C", "C", "C", "C", "C", "C", "C", "C", "C", "C", "C", "C", "C", "C", "C", "C", "C", "C", "C", "C", "C", "C", "C", "C", "C", "C", "C", "C", "C", "C", "C", "C", "C", "C", "C", "C", "C", "C", "C", "C", "C", "C", "C", "C", "H", "H", "H", "H", "H", "H", "H", "H", "H", "H", "H", "H", "H", "H", "H", "H", "H", "H", "H", "H", "H", "H", "H", "H", "H", "H", "H", "H", "H", "H", "H", "H", "H", "H", "H", "H", "H", "H", "H", "H", "H", "H", "H", "H", "H", "H", "H", "H", "H", "H", "H", "H", "H", "H", "H", "H", "H", "H", "H", "H", "H", "H", "H", "H", "H", "H", "H", "H", "H", "H", "H", "H", "H", "H", "H", "H", "H", "H", "H", "H", "H", "H", "H", "H", "H", "H", "H", "H", "H", "H", "H", "H", "H", "H", "H", "H", "H", "H", "H", "H", "H", "H", "H", "H", "H", "H", "H", "H", "H", "H", "H", "H", "H", "H", "H", "H", "H", "H", "H", "H", "H", "H", "H", "H", "H", "H", "H", "H", "H", "H", "H", "H"], "xyz": [[-2.406, 5.067, 3.829], [-1.925, -0.934, -2.597], [-5.228, -8.081, -0.926], [-7.051, -2.753, 2.994], [-3.352, -1.239, -0.931], [-3.219, -7.018, 6.343], [-6.316, -3.547, 4.922], [5.263, 1.885, 1.311], [2.569, 1.607, 3.995], [2.402, 3.464, 4.786], [-1.123, -4.078, 2.878], [-5.745, -4.611, 3.134], [0.784, -4.969, 2.186], [1.052, 2.823, 3.049], [-1.523, -0.239, -0.511], [-2.733, 0.204, 3.617], [0.565, -2.941, 2.130], [4.161, -1.602, 5.444], [-7.502, -1.787, -1.149], [-2.299, -1.540, 2.001], [-0.529, -6.255, 10.702], [4.092, 0.099, 0.219], [-5.213, -6.810, 4.814], [-3.494, -7.583, 0.627], [-0.004, -3.982, 2.396], [-0.129, 4.180, 7.312], [6.543, -0.078, 0.721], [-0.440, -0.445, 3.504], [-5.000, 3.999, 4.670], [-9.126, 0.209, -1.504], [0.499, -7.379, 10.413], [-8.726, 1.684, -1.330], [-3.497, 4.314, 1.299], [-3.535, -6.085, 0.874], [-3.990, -8.111, -0.687], [-6.330, -6.876, 5.819], [2.861, -1.772, 4.639], [-2.000, -6.825, 10.712], [-0.569, -5.716, 8.026], [-3.748, -6.697, 5.280], [-4.101, 5.248, 4.476], [-0.143, 6.680, 3.507], [0.433, 8.090, 3.043], [-6.182, 4.411, 5.481], [-6.363, -3.676, 3.663], [-3.682, -2.178, 2.156], [4.132, -1.083, 6.855], [1.974, 8.433, 3.094], [5.300, 0.801, 0.866], [-7.939, -4.149, -0.324], [6.505, -2.559, 5.382], [-0.179, -4.619, 6.997], [-8.126, -0.824, -2.168], [-4.049, 2.047, 0.592], [-1.332, 4.789, 6.491], [-0.129, 2.676, 7.463], [-3.326, 3.366, 0.154], [5.024, -2.942, 5.386], [0.252, -7.121, 12.893], [-1.414, 4.125, 5.112], [-6.620, -2.843, -1.894], [-6.617, -4.076, -1.070], [-1.693, 6.691, 3.393], [-2.497, 3.982, 2.367], [2.868, -1.415, 8.964], [2.735, 0.350, 1.067], [0.769, -7.973, 11.761], [-2.293, -0.759, -1.312], [5.108, -0.743, 4.566], [-0.561, -5.218, 9.588], [3.068, -1.931, 7.591], [6.486, -1.349, 4.450], [4.016, -1.970, 9.772], [-8.443, -2.652, -0.225], [-2.813, -6.055, 4.235], [-1.241, -3.495, 6.800], [1.981, 2.626, 3.861], [-2.990, -8.114, -1.750], [-0.349, -5.862, 12.184], [-5.785, 4.614, 7.028], [-8.363, 2.351, -2.648], [-6.622, -0.933, -0.206], [-1.892, -0.514, 3.094], [2.690, 1.393, 1.382], [4.333, -0.880, 0.154], [-0.384, 3.951, 4.801], [2.887, -0.298, 1.930], [-6.623, -4.969, -1.695], [-3.234, -5.174, 3.749], [0.400, 5.844, 3.066], [2.090, 9.508, 3.230], [0.046, -8.164, 9.807], [6.935, -2.249, 6.334], [0.167, 6.518, 4.539], [-3.762, 1.512, 1.497], [-2.274, 3.188, -0.069], [-2.462, -5.910, 0.956], [3.964, 0.294, -0.764], [-2.583, -5.916, 10.862], [0.108, 8.177, 2.006], [-4.476, 5.950, 3.731], [-0.332, -7.677, 13.626], [-6.132, -1.661, 0.441], [5.151, -1.137, 7.238], [-6.160, -7.712, 6.497], [-8.639, -4.732, -0.922], [-2.667, -9.126, -1.996], [-3.904, -3.007, 1.484], [-4.393, 3.182, 5.060], [0.003, -4.961, 5.978], [-2.604, -8.021, 0.816], [-7.256, -7.020, 5.262], [-7.576, -2.489, 3.753], [-6.512, 5.238, 7.548], [-0.275, 0.443, 4.115], [3.661, -2.460, 10.678], [0.866, 4.452, 6.962], [-5.231, -7.441, 4.025], [0.287, -0.409, 2.693], [-1.867, 3.136, 5.182], [1.397, -6.860, 10.080], [-9.649, 2.149, -0.984], [-3.952, 5.775, 5.418], [2.330, -0.839, 4.823], [-2.284, -7.311, 9.779], [-2.209, 4.817, 7.138], [-9.152, 2.972, -3.070], [-1.389, -4.643, 10.004], [7.190, -0.605, 4.821], [-5.882, -4.079, -0.265], [-7.507, 3.017, -2.534], [-5.719, -2.284, -2.145], [2.424, 8.117, 4.035], [2.891, -0.327, 9.031], [2.950, 2.703, 4.994], [-0.970, 2.251, 8.011], [4.567, -1.124, 10.182], [0.141, -8.855, 11.881], [-2.705, -1.416, -2.879], [-2.297, -7.515, 11.502], [-7.067, 3.774, 5.470], [-6.619, 5.361, 5.173], [2.608, 8.101, 2.272], [-5.118, 2.257, 0.577], [-2.509, -6.726, 3.432], [-9.940, 0.166, -2.227], [1.981, -0.040, 0.384], [0.730, -4.128, 7.344], [-4.813, 5.086, 7.165], [-4.412, -1.412, 1.894], [-5.389, 3.685, 3.701], [-1.138, -2.792, 5.973], [-7.866, -4.625, 0.653], [-1.401, -2.929, 7.718], [0.319, -4.595, 9.749], [3.822, -0.039, 6.813], [-2.050, -5.637, 4.892], [-7.957, 1.630, -3.357], [4.660, -0.563, 3.588], [2.083, -1.922, 7.124], [-3.898, 1.244, -0.129], [0.200, 2.283, 6.501], [-2.177, -1.054, 1.123], [4.720, -3.659, 6.148], [-9.424, -2.531, -0.685], [-4.074, -7.926, 1.379], [6.811, -0.357, -0.298], [-4.554, 4.491, 1.498], [7.275, 0.558, 1.219], [-8.693, -1.531, -2.774], [-3.362, 5.322, 0.908], [5.286, 0.219, 5.048], [-3.718, -2.523, 3.189], [-2.206, -7.380, -1.564], [1.934, -1.641, 9.478], [-5.908, -0.269, -0.693], [-1.505, 4.090, 1.927], [3.136, -2.013, 3.612], [1.411, -4.369, 1.775], [-5.343, -5.920, 4.355], [-9.441, -0.193, -0.541], [-3.943, -5.666, -0.045], [-7.136, -3.141, -2.806], [-3.694, 3.668, -0.826], [-2.054, 6.752, 2.367], [1.145, -6.845, 13.453], [1.781, -8.302, 11.998], [4.658, -2.688, 9.260], [-7.919, 1.756, -0.600], [-0.123, 8.844, 3.601], [-4.098, -5.773, 1.754], [-8.355, -2.244, 0.782], [-0.151, 4.637, 8.301], [4.763, -3.450, 4.457], [3.187, -3.014, 7.569], [-0.293, -1.351, 4.092], [-6.429, -5.928, 6.348], [6.821, -1.622, 3.449], [-7.206, -0.221, 0.377], [0.313, -5.000, 12.264], [0.167, -6.516, 7.953], [-2.158, 7.533, 3.905], [-1.241, -5.537, 12.721], [-5.762, 3.669, 7.570], [-1.541, -6.210, 8.022], [-7.230, -0.425, -2.643], [7.199, -3.359, 5.127], [-2.240, -3.862, 6.562], [6.416, -1.003, 1.282], [-2.701, 2.984, 2.754], [2.293, -2.543, 5.159], [-0.891, 5.785, 6.528], [0.684, 2.265, 8.060], [-1.627, -2.289, 2.088], [-3.590, -7.738, -2.579]], "forces_ev_per_angstrom": [[0.2, -1.5, 1.2], [-0.1, 0.2, -0.3], [-0.1, 0.7, 0.9], [-0.6, -0.1, -1.1], [-3.5, -1.4, -0.2], [-3.5, 0.3, -2.2], [-0.8, 0.5, -0.3], [-0.9, -0.1, 0.1], [3.9, -8.3, -0.4], [-0.5, 3.2, 1.0], [-2.4, -0.8, 0.8], [0.4, -1.1, -2.3], [1.3, -4.6, -0.5], [0.0, 1.1, 0.2], [2.2, 1.4, 0.9], [1.3, -2.0, -1.6], [1.3, 5.1, -1.1], [3.3, -1.3, -2.5], [1.1, 0.2, 1.2], [-0.8, 0.0, 2.2], [-2.0, -2.9, -0.2], [-1.2, 0.8, 1.5], [1.1, 0.3, 2.2], [-1.3, 0.0, 1.0], [-1.9, 1.2, 1.5], [-0.4, -0.4, 1.1], [-0.5, 0.9, 1.1], [-0.3, -0.1, -0.2], [0.5, 0.7, -1.4], [0.9, -0.7, -1.1], [-0.2, 1.0, 1.4], [-0.4, -0.7, -0.5], [-0.4, 2.4, -1.5], [1.4, -0.1, -0.9], [-1.1, -1.4, 0.4], [-0.1, -0.8, 0.0], [0.3, 0.3, 2.3], [0.2, 0.5, -0.3], [-0.1, 0.0, 2.5], [3.1, -0.1, 0.9], [0.9, 0.0, -0.4], [1.1, 1.3, 0.5], [0.2, -0.9, -0.5], [-0.5, 0.7, 3.4], [2.0, -1.3, 3.9], [0.3, 1.1, 0.2], [-1.8, -1.2, -0.8], [-0.9, -0.1, 1.2], [1.4, -1.0, -1.6], [-1.2, 1.5, -0.4], [-0.3, 0.4, 0.3], [-1.5, 1.3, 0.0], [-0.5, -0.8, 1.9], [0.1, -0.4, -1.6], [2.3, -0.1, 1.1], [1.0, -0.5, 0.2], [-0.2, -2.2, 0.3], [-0.5, -0.4, 0.5], [1.2, 1.7, -0.2], [-0.5, 1.0, -0.1], [-1.0, 1.4, -0.3], [0.4, -0.8, 1.4], [0.4, -1.1, -0.2], [-0.1, 0.8, 0.9], [0.5, 0.0, 1.4], [1.6, -1.1, -1.0], [-0.8, -2.4, 1.2], [1.2, -0.2, 1.3], [-0.1, 1.1, 0.1], [1.1, 0.9, 0.2], [-1.5, 0.4, -0.9], [1.2, -0.3, 0.3], [0.3, 0.5, 2.0], [0.5, -0.2, -1.2], [-1.3, 0.6, 0.9], [-0.8, -0.2, 0.6], [-5.5, 3.1, -3.3], [-0.1, 0.5, -0.7], [0.9, 0.1, 0.8], [-0.6, -0.3, -1.0], [1.1, 0.3, -0.1], [-0.2, -0.6, -0.1], [-1.6, 1.8, 0.8], [-0.1, -0.1, -0.3], [-0.2, -0.6, 0.5], [0.0, 0.1, -0.6], [-0.4, 0.2, 0.0], [1.0, 0.0, 0.1], [-0.4, -0.1, -0.1], [-0.5, -0.1, -0.8], [-0.2, 0.2, -0.6], [0.3, 0.7, -0.7], [-0.7, 0.0, 0.4], [-0.4, 0.3, 0.4], [0.1, 0.8, 0.5], [0.2, -0.2, 0.4], [-0.2, 1.2, 0.2], [-0.1, 1.1, -0.5], [-0.2, -0.3, -0.2], [0.0, 0.3, -0.1], [-0.7, 0.2, 0.2], [-0.6, 0.3, -0.5], [0.1, 0.4, 0.0], [-0.2, -0.2, 0.1], [0.0, 0.1, -0.1], [-0.2, 0.1, 0.1], [0.5, 0.2, -0.1], [0.9, 0.0, -0.1], [-0.3, -0.1, 0.3], [0.2, -0.8, 0.3], [0.6, 0.3, -0.2], [0.1, -0.1, 0.0], [-0.6, 1.2, 0.1], [0.0, 0.0, -0.1], [-0.3, 0.0, 0.0], [0.0, -0.3, 0.0], [-0.3, 0.3, -0.8], [-0.3, -0.8, 0.0], [-0.4, -0.3, -0.1], [-0.2, 0.0, 0.0], [-0.2, -0.3, -0.7], [0.3, 0.2, 0.6], [-0.2, 0.2, 0.0], [0.0, 0.2, -0.8], [0.4, 0.3, -0.2], [-0.3, -0.3, -0.4], [-0.1, -0.4, -0.1], [-0.2, 0.5, -1.3], [0.2, -0.1, -0.3], [0.6, -0.2, -0.5], [-0.1, 0.3, 0.3], [0.3, -0.6, 0.2], [0.0, -0.6, 0.0], [0.1, 0.1, -0.5], [2.1, 0.5, 2.5], [-0.6, -0.1, -0.9], [0.7, -0.3, -0.2], [0.3, -0.5, -0.5], [0.0, -0.3, -0.9], [1.0, 0.0, 0.3], [0.4, -0.6, -0.2], [0.4, 0.2, -0.4], [-0.4, -0.1, 0.0], [-0.2, -0.1, 0.4], [0.4, -0.1, 0.4], [-0.4, 0.2, 0.4], [-0.4, 0.4, 0.4], [0.3, -0.2, 0.1], [0.0, 0.0, -0.2], [0.1, 0.0, 0.6], [0.4, -0.2, -0.2], [1.0, 0.0, 0.0], [0.1, 0.2, -0.1], [0.2, 0.2, 0.0], [0.2, 0.0, 0.0], [-0.1, 0.0, 0.0], [0.6, -0.5, -0.7], [-0.5, -0.1, -0.3], [-0.3, 0.0, 0.3], [0.0, 0.9, -0.8], [0.1, 0.1, -0.4], [-1.1, -0.7, -0.3], [0.2, 0.6, -1.9], [-0.1, 0.4, 0.3], [-0.1, 0.0, 0.5], [-0.7, -0.8, -0.2], [-0.1, 0.4, -0.1], [-0.2, -1.0, 1.0], [0.5, -0.5, -0.3], [0.1, 0.5, -0.6], [1.0, 0.4, 0.0], [-0.9, 0.1, 0.0], [-0.4, 0.1, -0.1], [0.6, -0.3, -0.2], [-0.3, -0.5, -0.6], [0.2, -0.7, -0.7], [0.2, -0.6, 0.0], [-0.4, 0.1, 0.3], [1.7, -0.8, -0.6], [-0.4, 2.1, -1.3], [-0.3, -0.1, -0.1], [0.0, 0.2, 0.2], [-0.2, 0.7, -0.2], [-0.6, 0.3, 0.3], [0.3, 0.3, -0.4], [-0.3, 0.6, 0.2], [0.1, 0.1, -0.7], [0.1, 0.3, -0.1], [-0.1, 0.3, 0.1], [0.1, 0.1, 0.1], [0.0, -0.2, -0.2], [-0.3, -0.1, -0.2], [-0.3, 0.1, 0.1], [0.0, 0.4, -0.3], [1.0, 0.0, 0.3], [0.4, -0.1, -0.1], [0.5, 0.0, -0.2], [-0.4, 0.0, -0.1], [-0.6, -0.6, 0.1], [0.3, -0.2, -0.4], [0.1, 0.0, 0.1], [0.1, -0.2, 0.4], [-0.5, -0.1, -0.9], [0.1, -0.1, -0.2], [-0.1, 0.3, -1.3], [-0.4, 0.2, -0.4], [-0.5, -0.2, -0.6], [-0.1, -0.7, 0.2], [0.0, -0.1, 0.1], [0.5, -0.1, 0.0], [0.0, -0.3, -0.6], [-0.8, 0.6, -1.0], [0.5, 0.7, 0.5], [0.9, -0.8, -0.1], [0.4, 0.0, -0.5]]}